No. 1
This record from the OMol25 dataset describes 2 unconnected molecules or ions with the total composition C9H13NO2. The level of theory is the ωB97M-V functional and the def2-TZVPD basis.

Results
SMILES string: Cc1ccc(O)cc1.CC(N)=O
energy above the lowest of the compared OMol25 structures with the same formula, charge and spin: 106.4 kJ/mol
calculated total energy: -15128.5297 eV
Kohn-Sham gap: 0.34216 hartree

```
! wB97M-V def2-TZVPD RIJCOSX def2/J DEFGRID3
* xyz 0 1
C -2.587 -1.702 -0.446
C -3.479 -0.592 0.075
O -4.421 -0.185 -0.561
N -3.067 0.019 1.245
H -3.285 0.998 1.350
H -2.167 -0.313 1.550
H -2.300 -2.460 0.304
H -1.607 -1.472 -0.835
H -3.185 -2.364 -1.072
C 2.462 0.614 -2.408
C 0.176 1.052 0.532
C 0.946 0.586 1.600
C 0.651 1.020 -0.762
C 1.996 0.712 -0.992
C 2.249 0.115 1.364
C 2.662 0.043 0.032
O 0.298 0.411 2.809
H -0.822 1.336 0.837
H 0.013 1.168 -1.624
H 2.850 -0.340 2.137
H 1.019 0.352 3.427
H 2.250 1.390 -3.137
H 2.299 -0.371 -2.866
H 3.484 -0.639 -0.169
H 3.568 0.622 -2.390
*
```

These are the natural (NBO) partial charges, in e, on atoms 1 to 4: -0.745 0.675 -0.595 -0.831

No. 2
This record from the OMol25 dataset describes a molecular structure, C2H2FN2O2S. The level of theory is the ωB97M-V functional and the def2-TZVPD basis.

Results
energy above the lowest of the compared OMol25 structures with the same formula, charge and spin: 209.7 kJ/mol
calculated total energy: -22729.5365 eV
Kohn-Sham gap (spin up / spin down): 0.25598 / 0.25161 hartree

```
! wB97M-V def2-TZVPD RIJCOSX def2/J DEFGRID3
* xyz -1 1
C 1.076 -0.339 -1.211
C 0.619 -0.280 -2.532
N -0.479 0.242 -0.146
N 0.296 -0.751 1.785
O -0.364 -0.030 -3.143
O -0.302 0.323 1.222
F 1.909 -0.419 -3.357
S 2.394 -0.953 -0.551
H -0.633 1.192 -0.350
H 0.692 -1.284 1.050
*
```

These are the natural (NBO) partial charges, in e, on atoms 1 to 4: -0.285 0.708 -0.392 -0.338

No. 3
This record from the OMol25 dataset describes a single C3H4O4 molecule. The level of theory is the ωB97M-V functional and the def2-TZVPD basis.

Results
energy above the lowest of the compared OMol25 structures with the same formula, charge and spin: 431.4 kJ/mol
calculated total energy: -11356.7936 eV
Kohn-Sham gap (spin up / spin down): 0.18179 / 0.27707 hartree
⟨S²⟩: 2.01

```
! wB97M-V def2-TZVPD RIJCOSX def2/J DEFGRID3
* xyz 0 3
C -0.735 -1.104 -1.011
C -1.024 -0.366 0.192
C 1.223 0.691 0.397
O -1.799 -0.121 -0.890
O -0.104 0.683 0.653
O 1.837 -0.112 -0.199
O 1.703 1.661 1.123
H 0.195 -1.029 -1.700
H -1.056 -2.158 -1.183
H -1.361 -0.560 1.190
H 1.121 2.414 1.425
*
```

These are the natural (NBO) partial charges, in e, on atoms 1 to 4: -0.154 0.307 0.543 -0.447